This record from the OMol25 dataset describes a molecular structure, C49H51BiFN5O2S. The level of theory is ωB97M-V/def2-TZVPD.

Results
Energy   -82573.0172 eV
Strongest force on any atom   0.0230 hartree/bohr
Molecular weight   1002.025 g mol⁻¹

```
! wB97M-V def2-TZVPD RIJCOSX def2/J DEFGRID3
* xyz 0 1
Bi -0.45782 0.38288 -1.03178
C -2.65964 -1.54990 1.16017
O -1.26694 -1.35714 0.89157
C -0.46758 -1.17481 2.00396
C -0.76542 -1.77682 3.21225
C 0.07486 -1.62195 4.30380
C 1.21922 -0.85198 4.17063
C 1.51175 -0.23926 2.96374
C 0.67566 -0.38178 1.84950
N 0.98332 0.22236 0.61764
N 2.27378 0.57529 0.52233
C 2.81607 1.26875 -0.49300
C 2.17274 1.86863 -1.60462
O 0.85605 1.87543 -1.80007
C 2.93750 2.53299 -2.58676
C 4.29454 2.63124 -2.51727
C 4.99970 2.05568 -1.42728
C 6.40849 2.11723 -1.34311
C 7.08593 1.54202 -0.30181
C 6.36520 0.91295 0.72825
C 4.99280 0.86138 0.68264
C 4.27273 1.39730 -0.40755
H -2.99939 -0.84281 1.91245
H -2.85351 -2.56957 1.50069
H -3.18798 -1.37894 0.22877
H -1.65522 -2.38666 3.30187
H -0.17403 -2.09768 5.24363
H 1.88633 -0.72066 5.01393
H 2.38874 0.38042 2.85263
H 2.38933 2.96550 -3.41505
H 4.84436 3.15187 -3.29328
H 6.94818 2.64105 -2.12524
H 8.16715 1.58367 -0.26158
H 6.89568 0.48613 1.57199
H 4.44092 0.41071 1.49539
C -6.13221 2.04220 0.22209
C -4.93774 1.39038 0.93151
C -5.43428 0.61709 2.16102
C -3.89483 2.43519 1.29589
C -4.16868 3.30120 2.34770
C -3.28369 4.30399 2.70462
C -2.12287 4.46720 1.97422
C -1.81761 3.63845 0.89746
C -0.59490 3.96177 0.06487
C 0.69934 3.80360 0.86854
C -0.68401 5.37926 -0.51493
C -2.68558 2.57891 0.57256
N -2.39775 1.63735 -0.46132
C -3.09177 1.78837 -1.65831
C -3.56805 3.03258 -2.12211
C -4.18419 3.17894 -3.35171
C -4.37632 2.08245 -4.18503
C -3.96711 0.83394 -3.74575
C -3.35547 0.71321 -2.51767
F -3.01867 -0.55969 -2.11862
H -6.87600 1.28557 -0.04375
H -5.81857 2.55089 -0.68919
H -6.61127 2.77104 0.88141
H -4.47833 0.68717 0.23918
H -6.09857 1.23391 2.76976
H -4.60639 0.30144 2.79865
H -5.99838 -0.26791 1.85474
H -5.09837 3.19114 2.89472
H -3.50990 4.96609 3.53155
H -1.44707 5.27665 2.22716
H -0.55731 3.27795 -0.77427
H 0.73292 4.51727 1.69562
H 1.56576 3.98172 0.22676
H 0.78643 2.79571 1.28456
H -0.65516 6.13145 0.27650
H -1.60574 5.51692 -1.08398
H 0.15896 5.55884 -1.18758
H -3.42021 3.89242 -1.47951
H -4.51154 4.16203 -3.66846
H -4.84211 2.19197 -5.15542
H -4.12961 -0.05839 -4.33712
S 1.01387 -1.52048 -2.76742
C 0.14239 -2.98791 -2.87732
C 0.31484 -3.89845 -3.89655
C -0.35409 -5.11454 -3.96669
C -1.35695 -5.34640 -3.01296
C -1.57885 -4.50234 -1.98292
N -0.64502 -3.41133 -1.67083
H 0.97071 -3.58661 -4.69886
H -0.17810 -5.80289 -4.78031
H -2.03372 -6.18439 -3.12881
H -2.43362 -4.57212 -1.32979
C 4.74004 -4.33512 0.54306
N 4.49999 -2.87654 0.66779
C 4.45861 -2.21889 -0.66953
C 3.25576 -2.58292 1.48856
C 2.01014 -3.32992 1.08439
C 1.46784 -4.23038 2.00416
C 0.27304 -4.86667 1.72349
C -0.37169 -4.61542 0.52140
C 0.20764 -3.72687 -0.37477
C 1.38142 -3.07228 -0.13617
H 5.65604 -4.50817 -0.01712
H 3.89841 -4.77804 0.01872
H 4.82355 -4.77866 1.53321
H 5.27510 -2.46623 1.18343
H 3.54879 -2.52867 -1.17771
H 5.34265 -2.49786 -1.24085
H 4.42132 -1.13746 -0.53563
H 3.07628 -1.51302 1.41258
H 3.50983 -2.82441 2.52201
H 1.96665 -4.42614 2.95241
H -0.16969 -5.54413 2.44347
H -1.30964 -5.10991 0.29729
H -1.20021 -2.60862 -1.37753
*
```